Below is 2 unconnected molecules or ions with the total composition FH2PS at a distorted geometry, with properties calculated with the ωB97M-V functional and the def2-TZVPD basis.

The strongest force on any atom is 2.4 eV/A. The HOMO energy comes out at -9.06 eV. The value obtained for the total energy is -22869.7512 eV. As for the charge: 0. For the energy above the lowest of the compared OMol25 structures with the same formula, charge and spin, the calculation gives 107.0 kcal per mole. The frontier orbital gap comes out at 6.1 eV.

Element x y z (Å)
1 F 1.8153 0.0891 -0.4447
2 P -1.4316 -0.1742 0.7098
3 S 1.0396 1.5015 -0.7209
4 H -0.2418 -0.7393 0.9805
5 H -1.1814 -0.6771 -0.5247


Below is 2 unconnected molecules or ions with the total composition C4H15N3O at a distorted geometry, with properties calculated with the ωB97M-V functional and the def2-TZVPD basis.

The strongest force on any atom is 2.8 eV/A. The HOMO energy comes out at -18.41 eV. The value obtained for the total energy is -10893.8938 eV. As for the charge: +2. For the energy above the lowest of the compared OMol25 structures with the same formula, charge and spin, the calculation gives 6.4 kcal per mole. The frontier orbital gap comes out at 12.0 eV.

Element x y z (Å)
1 C 0.1829 1.6008 -0.7802
2 C 1.2611 0.8096 -0.0454
3 C 0.8087 -0.4113 0.8001
4 N 1.7854 -3.2170 0.4028
5 C 0.7061 -2.7076 -0.1753
6 N 0.2411 -1.4748 -0.0367
7 N -0.8193 2.3115 0.1451
8 H 0.6421 2.3970 -1.3482
9 H -0.3444 1.0009 -1.5030
10 H 1.9824 0.4283 -0.7868
11 H 1.8239 1.4839 0.6815
12 H 0.0530 -0.1218 1.5414
13 H 1.6825 -0.8622 1.3672
14 H 2.0440 -4.2250 0.1727
15 H 2.3996 -2.7332 1.0205
16 H 0.1018 -3.4180 -0.8181
17 H -0.6218 -1.3057 -0.5413
18 H -0.4928 2.2922 1.1317
19 H -1.7760 1.8067 0.0792
20 H -0.9169 3.3121 -0.1012
21 H -3.8771 0.8163 0.3276
22 H -3.6656 1.2044 -1.1593
23 O -3.2007 1.0127 -0.3745


Below is 2 unconnected molecules or ions with the total composition C2H8N2O at a distorted geometry, with properties calculated with the ωB97M-V functional and the def2-TZVPD basis.

The strongest force on any atom is 5.2 eV/A. The HOMO energy comes out at -8.88 eV. The structure (SMILES) is C=O.NCN. The value obtained for the total energy is -7228.7987 eV. As for the charge: 0. For the energy above the lowest of the compared OMol25 structures with the same formula, charge and spin, the calculation gives 81.4 kcal per mole. The frontier orbital gap comes out at 9.3 eV.

Element x y z (Å)
1 C -1.7167 -6.0522 1.7978
2 O -2.8653 -6.3288 1.4406
3 H -1.5873 -5.7539 2.9497
4 H -1.0631 -5.5776 1.0322
5 N 0.3194 3.7978 -1.0136
6 C 0.9352 2.5459 -1.1466
7 N 0.6819 1.4420 -0.0940
8 H 0.6099 4.6224 -1.4236
9 H -0.7000 3.8421 -0.8129
10 H 2.0238 2.8886 -0.9040
11 H 0.8190 2.0998 -2.1842
12 H 1.1899 1.7961 0.7863
13 H 1.3532 0.6779 -0.4276


Below is a single C6H15N molecule at a distorted geometry, with properties calculated with the ωB97M-V functional and the def2-TZVPD basis.

The strongest force on any atom is 1.8 eV/A. The HOMO energy comes out at -8.62 eV. The structure (SMILES) is CCC[C@@H](C)NC. The value obtained for the total energy is -7954.6425 eV. As for the charge: 0. For the energy above the lowest of the compared OMol25 structures with the same formula, charge and spin, the calculation gives 25.9 kcal per mole. The frontier orbital gap comes out at 9.7 eV.

Element x y z (Å)
1 C 0.6827 -0.0962 2.7773
2 C 0.5788 0.7401 1.5184
3 C 0.7105 -0.0968 0.2238
4 C -0.1346 0.6415 -0.8648
5 C 0.6060 0.8111 -2.1686
6 N -1.4516 0.0236 -1.0268
7 C -1.5204 -1.4187 -1.1499
8 H 0.2438 0.3550 3.6774
9 H -0.0054 -0.9340 2.6525
10 H 1.6315 -0.4514 3.1156
11 H -0.3709 1.2682 1.5293
12 H 1.3702 1.4915 1.4519
13 H 1.7476 -0.0918 -0.1165
14 H 0.4274 -1.1233 0.4364
15 H -0.3069 1.6618 -0.5495
16 H 1.6750 1.0290 -2.0815
17 H 0.6926 -0.1093 -2.7628
18 H 0.2124 1.5920 -2.8167
19 H -2.0139 0.2510 -0.2153
20 H -2.4979 -1.6694 -1.5759
21 H -0.7985 -1.8667 -1.8312
22 H -1.4784 -2.0072 -0.2233


Below is a molecular structure, C58H39KN4, with properties calculated with the ωB97M-V functional and the def2-TZVPD basis.

The strongest force on any atom is 1.0 eV/A. The HOMO energy comes out at -0.55 eV. The value obtained for the total energy is -83062.9895 eV. As for the charge: -2. For the energy above the lowest of the compared OMol25 structures with the same formula, charge and spin, the calculation gives 50.0 kcal per mole. The frontier orbital gap comes out at 4.4 eV.

Element x y z (Å)
1 K 0.1157 -0.1351 0.6536
2 C 4.1779 -2.2180 3.4408
3 C 3.7417 -2.8239 2.2721
4 C 2.3885 -2.9124 1.9839
5 C 1.4058 -2.4126 2.8587
6 C 1.8765 -1.7978 4.0370
7 C 3.2260 -1.6989 4.3151
8 C -0.0228 -2.4933 2.5692
9 C -0.9110 -1.4523 3.0253
10 C -2.3120 -1.6923 3.4310
11 C -2.8349 -0.5123 3.7969
12 C -1.8274 0.4924 3.3893
13 C -2.1742 1.7210 2.9289
14 C -3.5112 2.3066 3.2483
15 C -3.6601 3.2484 4.2632
16 C -4.8987 3.8169 4.5308
17 C -6.0089 3.4550 3.7814
18 C -5.8698 2.5257 2.7579
19 C -4.6309 1.9628 2.4901
20 C -1.5379 2.3610 1.7396
21 N -1.6546 1.7124 0.6096
22 C -1.1519 2.5377 -0.3981
23 C -1.1331 2.1611 -1.7224
24 C -0.7873 3.1959 -2.7321
25 C 0.2205 2.9414 -3.6629
26 C 0.5689 3.8981 -4.6024
27 C -0.0995 5.1157 -4.6425
28 C -1.1141 5.3716 -3.7314
29 C -1.4514 4.4190 -2.7795
30 C -1.4369 0.8500 -2.2585
31 C -2.0164 0.5685 -3.5298
32 C -2.1778 -0.8035 -3.5737
33 C -1.6639 -1.3128 -2.3416
34 N -1.2316 -0.2942 -1.5741
35 C -1.5171 -2.7113 -1.9708
36 C -1.2051 -3.2082 -0.7266
37 C -0.6391 -4.5311 -0.4403
38 C -0.1356 -4.4725 0.8125
39 C -0.4352 -3.1319 1.3311
40 N -1.0912 -2.4356 0.4166
41 C -1.6223 -3.6961 -3.0822
42 C -2.5119 -4.7667 -3.0032
43 C -2.5990 -5.7016 -4.0267
44 C -1.7976 -5.5792 -5.1522
45 C -0.9127 -4.5111 -5.2467
46 C -0.8318 -3.5769 -4.2270
47 C -0.7205 3.7859 0.2098
48 C -0.9709 3.6799 1.5408
49 N -0.6314 -0.1580 3.1020
50 H 5.2358 -2.1150 3.6501
51 H 4.4573 -3.1908 1.5447
52 H 2.0942 -3.3361 1.0318
53 H 1.1554 -1.3730 4.7242
54 H 3.5448 -1.1964 5.2223
55 H -2.7821 -2.6652 3.4466
56 H -3.8362 -0.3057 4.1422
57 H -2.7912 3.5268 4.8477
58 H -4.9966 4.5450 5.3276
59 H -6.9757 3.8979 3.9895
60 H -6.7292 2.2427 2.1615
61 H -4.5065 1.2527 1.6812
62 H 0.7353 1.9898 -3.6242
63 H 1.3679 3.6945 -5.3049
64 H 0.1709 5.8611 -5.3810
65 H -1.6440 6.3162 -3.7596
66 H -2.2412 4.6120 -2.0644
67 H -2.3008 1.2865 -4.2854
68 H -2.6167 -1.3746 -4.3791
69 H -0.5779 -5.3588 -1.1309
70 H 0.3945 -5.2473 1.3472
71 H -3.1371 -4.8556 -2.1235
72 H -3.2980 -6.5258 -3.9446
73 H -1.8619 -6.3077 -5.9517
74 H -0.2791 -4.4094 -6.1198
75 H -0.1456 -2.7422 -4.2974
76 H -0.2239 4.5991 -0.2950
77 H -0.7331 4.3985 2.3086
78 C 5.5631 -3.3937 -1.4649
79 C 4.2138 -3.4460 -1.7856
80 C 3.3858 -2.3663 -1.5069
81 C 3.8763 -1.2137 -0.8895
82 C 5.2382 -1.1749 -0.5752
83 C 6.0687 -2.2444 -0.8602
84 C 2.9555 -0.1009 -0.5519
85 C 3.3002 0.9306 0.2021
86 C 2.8161 2.0875 0.8023
87 C 2.3113 2.0752 2.1418
88 C 2.0488 3.2445 2.8220
89 C 2.2340 4.4973 2.2325
90 C 2.6535 4.5321 0.9034
91 C 2.9238 3.3768 0.1967
92 H 6.2124 -4.2356 -1.6770
93 H 3.7986 -4.3354 -2.2469
94 H 2.3270 -2.4212 -1.7452
95 H 5.6074 -0.2835 -0.0812
96 H 7.1211 -2.1920 -0.6006
97 H 1.9703 -0.2764 -1.0181
98 H 2.1745 1.1210 2.6398
99 H 1.6740 3.1750 3.8391
100 H 2.0248 5.4104 2.7776
101 H 2.7692 5.4886 0.4003
102 H 3.2704 3.4388 -0.8289


Below is a molecular structure, C18H38FLiNO6P2S at a distorted geometry, with properties calculated with the ωB97M-V functional and the def2-TZVPD basis.

The strongest force on any atom is 2.4 eV/A. The HOMO energy comes out at -9.29 eV. The value obtained for the total energy is -65387.1722 eV. As for the charge: +1. The frontier orbital gap comes out at 3.8 eV.

Element x y z (Å)
1 C -0.1737 -1.9936 3.1063
2 C -1.1714 -2.1606 1.9674
3 N -0.6232 -1.5886 0.7380
4 C -1.5849 -0.9526 -0.1697
5 C -1.9563 0.4138 0.4256
6 C -0.8740 1.4864 0.3492
7 C 0.1914 1.4075 1.4436
8 P 1.6373 2.3128 0.8433
9 O 2.0181 1.9341 -0.4920
10 O 1.2751 3.9051 0.8166
11 C 0.6423 4.4732 1.9449
12 C 1.5837 4.5950 3.1615
13 O 2.9146 2.1866 1.8264
14 C 2.8441 1.2466 2.9095
15 C 3.1487 -0.1691 2.4657
16 C -2.9123 -1.7338 -0.2952
17 S -2.6481 -3.3988 -0.8848
18 O -3.5458 -3.6755 -1.9381
19 O -2.6163 -4.3256 0.1775
20 O -1.1627 -3.3407 -1.4818
21 C -0.9854 -2.2038 -2.3471
22 C 0.3088 -2.3579 -3.1199
23 C 1.5295 -2.6783 -2.2557
24 C 2.7107 -1.8898 -2.7879
25 F 2.4710 -0.5319 -2.6537
26 C -1.0022 -0.8478 -1.6053
27 P -1.7499 0.4815 -2.6621
28 C -0.4599 1.2708 -3.7005
29 C -3.1366 -0.1725 -3.6923
30 H -0.1303 -0.9495 3.3945
31 H 0.8010 -2.3829 2.8417
32 H -0.5055 -2.5279 3.9910
33 H -2.0743 -1.6567 2.2835
34 H -1.4022 -3.2178 1.8791
35 H -0.0312 -2.2486 0.2526
36 H -2.2595 0.3094 1.4665
37 H -2.8128 0.8020 -0.1082
38 H -0.3742 1.5247 -0.6077
39 H -1.3766 2.4438 0.4564
40 H 0.5071 0.4027 1.6847
41 H -0.1761 1.8409 2.3724
42 H -0.2959 3.9975 2.2101
43 H 0.3838 5.4851 1.6545
44 H 1.2909 3.8578 3.9010
45 H 1.5245 5.6136 3.5619
46 H 2.6102 4.4267 2.8704
47 H 3.6424 1.5220 3.5904
48 H 1.9269 1.3124 3.4915
49 H 2.9063 -0.8404 3.2756
50 H 2.5809 -0.4329 1.5795
51 H 4.2006 -0.2303 2.2175
52 H -3.5080 -1.7381 0.6063
53 H -3.4964 -1.2376 -1.0600
54 H -1.7631 -2.2683 -3.0995
55 H 0.1955 -3.1439 -3.8574
56 H 0.4408 -1.4345 -3.6703
57 H 1.3703 -2.3692 -1.2287
58 H 1.8147 -3.7198 -2.3309
59 H 2.7653 -2.0834 -3.8587
60 H 3.6525 -2.1758 -2.3315
61 H 0.0353 -0.5508 -1.4610
62 H -0.7700 2.2881 -3.8802
63 H -0.1966 0.7462 -4.6140
64 H 0.4392 1.3194 -3.0922
65 H -2.7651 -0.3936 -4.6905
66 H -3.8986 0.5836 -3.7934
67 H -3.5154 -1.1112 -3.3045
68 Li 1.5910 6.5446 5.3180


Below is a molecular structure, C4H5NO3 at a distorted geometry, with properties calculated with the ωB97M-V functional and the def2-TZVPD basis.

The strongest force on any atom is 1.0 eV/A. The HOMO energy comes out at -8.43 eV. The value obtained for the total energy is -11859.0931 eV. As for the charge: 0. For the energy above the lowest of the compared OMol25 structures with the same formula, charge and spin, the calculation gives 67.1 kcal per mole. The frontier orbital gap comes out at 8.8 eV.

Element x y z (Å)
1 C -0.6046 0.5121 -0.0423
2 C -1.3895 -0.4204 -0.9223
3 N 0.5721 0.0057 0.6631
4 C 1.9741 0.1468 0.2594
5 C -0.1069 -0.4171 1.6381
6 O 1.9967 0.8371 -0.8563
7 O 2.8696 -0.2856 0.9127
8 O -0.5424 -0.9138 2.5991
9 H 1.0329 1.0583 -1.0573
10 H -1.0051 1.4449 0.3305
11 H -2.1529 -1.0045 -0.3943
12 H -0.7374 -1.1262 -1.4434
13 H -1.9066 0.1625 -1.6871


Below is a single C22H27N3O2 molecule, with properties calculated with the ωB97M-V functional and the def2-TZVPD basis.

The strongest force on any atom is 0.7 eV/A. The HOMO energy comes out at -7.46 eV. The structure (SMILES) is Cc1cccc(N2CCN(C(=O)CN3CCOc4ccccc43)C[C@@H]2C)c1. The value obtained for the total energy is -31817.8487 eV. As for the charge: 0. For the energy above the lowest of the compared OMol25 structures with the same formula, charge and spin, the calculation gives 43.4 kcal per mole. The frontier orbital gap comes out at 8.0 eV.

Element x y z (Å)
1 C 5.8859 2.4977 1.3401
2 C 5.4874 1.3332 0.4830
3 C 6.3665 0.8383 -0.4711
4 C 5.9970 -0.2442 -1.2488
5 C 4.7622 -0.8389 -1.0886
6 C 3.8521 -0.3501 -0.1464
7 N 2.6312 -0.9980 0.0209
8 C 1.8299 -0.7637 1.1964
9 C 0.7643 0.3235 0.9674
10 N -0.0425 -0.0615 -0.1665
11 C -1.3515 -0.4001 -0.1693
12 O -1.9048 -0.8385 -1.1591
13 C -2.1261 -0.1914 1.1419
14 N -3.5456 -0.3423 0.9630
15 C -4.0421 -1.6982 0.8605
16 C -5.5456 -1.6514 1.1133
17 O -6.1982 -0.8846 0.1343
18 C -5.5630 0.2856 -0.2037
19 C -6.2928 1.1875 -0.9616
20 C -5.7409 2.3949 -1.3476
21 C -4.4481 2.7002 -0.9653
22 C -3.7082 1.8014 -0.2190
23 C -4.2406 0.5759 0.1756
24 C 0.7493 -0.2552 -1.3647
25 C 1.8342 -1.3293 -1.1506
26 C 1.2198 -2.7250 -1.0415
27 C 4.2432 0.7410 0.6330
28 H 5.0376 2.8843 1.8999
29 H 6.2972 3.2992 0.7291
30 H 6.6551 2.1931 2.0498
31 H 7.3354 1.2971 -0.5995
32 H 6.6843 -0.6386 -1.9830
33 H 4.5099 -1.7033 -1.6834
34 H 2.4757 -0.5032 2.0344
35 H 1.3189 -1.6998 1.4472
36 H 0.1604 0.4473 1.8635
37 H 1.2540 1.2772 0.7340
38 H -1.8004 -0.9395 1.8728
39 H -1.9301 0.8018 1.5532
40 H -3.5566 -2.3158 1.6206
41 H -3.8486 -2.1259 -0.1324
42 H -5.9877 -2.6493 1.0649
43 H -5.7300 -1.2216 2.1090
44 H -7.2990 0.9153 -1.2390
45 H -6.3177 3.0884 -1.9398
46 H -4.0013 3.6393 -1.2567
47 H -2.6938 2.0610 0.0397
48 H 0.0715 -0.5513 -2.1662
49 H 1.2291 0.6961 -1.6239
50 H 2.4903 -1.3037 -2.0233
51 H 0.3926 -2.7411 -0.3369
52 H 1.9732 -3.4392 -0.7186
53 H 0.8359 -3.0311 -2.0106
54 H 3.5712 1.1563 1.3694